Entry 1:
ORCA calculation (the ωB97M-V functional and the def2-TZVPD basis) on 7 unconnected molecules or ions with the total composition C28H35F21O14 in a non-equilibrium geometry.

The total charge is 0. Its maximum force is 5.22 eV/Å. The LUMO energy comes out at 0.31 eV. As for the SMILES: CCOC(=O)C(F)(F)F.CCOC(=O)C(F)(F)F.CCOC(=O)C(F)(F)F.CCOC(=O)C(F)(F)F.CCOC(=O)C(F)(F)F.CCOC(=O)C(F)(F)F.CCOC(=O)C(F)(F)F.

Last column: Mulliken charge in e.
Atoms and positions in Å:
1 C 6.1137 6.8548 1.8832  -1.06
2 C 5.7253 5.4212 2.2688  -0.25
3 O 4.2781 5.1394 2.1769  -0.28
4 C 3.7603 4.7834 0.9827  0.08
5 O 4.3419 4.9021 -0.0812  -0.52
6 C 2.2789 4.3579 0.9572  1.19
7 F 1.5405 5.3102 0.2776  -0.28
8 F 2.1564 3.2185 0.3688  -0.25
9 F 1.8019 4.2538 2.1970  -0.27
10 H 5.7064 7.6388 2.5216  0.30
11 H 5.8519 7.0657 0.8464  0.31
12 H 7.1953 6.9678 1.9570  0.35
13 H 6.1362 5.1627 3.2447  0.36
14 H 6.1818 4.6837 1.6087  0.31
15 C -2.6834 -0.7835 1.9803  -0.40
16 C -3.6093 -1.7941 2.6439  -0.75
17 O -2.9724 -2.4786 3.7222  -0.19
18 C -3.4194 -3.6330 4.1787  0.32
19 O -4.5178 -4.1109 3.8839  -0.55
20 C -2.5591 -4.3834 5.1048  0.96
21 F -3.1506 -4.6446 6.2476  -0.26
22 F -2.3058 -5.6477 4.7286  -0.27
23 F -1.3837 -3.6462 5.3572  -0.25
24 H -3.2817 -0.1700 1.3066  0.30
25 H -1.9431 -1.3418 1.4074  -0.06
26 H -2.3080 -0.0953 2.7376  0.35
27 H -4.0261 -2.5016 1.9272  0.41
28 H -4.5445 -1.3582 2.9952  0.37
29 C 0.5896 -0.1398 -0.1292  -0.66
30 C -0.4954 0.7109 -0.8450  -0.44
31 O -0.9956 1.6561 0.1256  -0.09
32 C -2.0674 2.4514 -0.2049  0.31
33 O -2.8395 2.2923 -1.1595  -0.58
34 C -2.2661 3.6024 0.8102  0.92
35 F -2.4844 4.6914 0.1541  -0.25
36 F -3.3749 3.4177 1.4510  -0.29
37 F -1.2724 3.7765 1.7278  -0.22
38 H 1.3715 0.5691 0.1431  0.25
39 H 0.9823 -0.9980 -0.6745  0.10
40 H 0.0485 -0.5856 0.7054  0.14
41 H -1.3232 0.0633 -1.1340  0.39
42 H -0.1880 1.3439 -1.6773  0.40
43 C -4.2124 6.7359 -1.6994  -1.17
44 C -5.6116 7.3088 -1.3764  -0.19
45 O -6.1400 6.5000 -0.3429  -0.14
46 C -7.3970 6.7751 0.1035  0.30
47 O -8.0572 7.7367 -0.2513  -0.51
48 C -8.1137 5.8724 1.1484  0.84
49 F -7.1927 4.9935 1.5735  -0.23
50 F -8.4702 6.5393 2.2264  -0.24
51 F -9.2006 5.3224 0.6330  -0.23
52 H -3.5469 6.6807 -0.8379  0.27
53 H -3.7819 7.3212 -2.5119  0.44
54 H -4.3236 5.7267 -2.0958  0.30
55 H -6.1913 7.1317 -2.2822  0.29
56 H -5.4975 8.3529 -1.0846  0.30
57 C 8.2541 -2.7468 -1.0190  -1.00
58 C 7.3178 -1.6037 -1.4136  -0.26
59 O 5.9669 -2.1072 -1.4713  -0.28
60 C 4.9778 -1.6963 -0.6839  0.15
61 O 4.9367 -0.6857 -0.0595  -0.55
62 C 3.7628 -2.7311 -0.6621  1.16
63 F 4.1926 -3.9904 -0.7282  -0.29
64 F 3.1335 -2.5579 0.4744  -0.20
65 F 2.9874 -2.5434 -1.7546  -0.25
66 H 9.0205 -2.8383 -1.7886  0.30
67 H 7.7611 -3.7182 -0.9811  0.33
68 H 8.7455 -2.4813 -0.0830  0.28
69 H 7.6722 -1.2603 -2.3855  0.28
70 H 7.3529 -0.7467 -0.7410  0.33
71 C 0.4807 -4.5828 0.3186  -0.90
72 C 0.7897 -4.9769 1.7825  -0.19
73 O 0.6668 -6.3727 1.8889  -0.25
74 C 1.5559 -7.2367 1.4423  0.47
75 O 2.6064 -6.9312 0.8114  -0.57
76 C 1.1658 -8.7246 1.7438  0.78
77 F 1.0504 -9.4052 0.5987  -0.25
78 F 2.1877 -9.4151 2.3256  -0.26
79 F 0.0503 -8.8830 2.4744  -0.22
80 H 1.3473 -4.8593 -0.2818  0.26
81 H 0.2203 -3.5387 0.1445  0.07
82 H -0.3744 -5.1087 -0.1060  0.47
83 H 0.1270 -4.4428 2.4634  0.31
84 H 1.7804 -4.6566 2.1048  0.28
85 C -2.9255 -3.3026 -5.4377  -1.17
86 C -1.7751 -3.9015 -4.7298  -0.14
87 O -0.7625 -2.8827 -4.8349  -0.28
88 C -0.6339 -1.7826 -4.0669  0.37
89 O -1.3209 -1.5189 -3.0578  -0.50
90 C 0.4658 -0.7961 -4.5415  0.81
91 F -0.0424 0.4105 -4.6723  -0.26
92 F 1.3332 -0.7727 -3.5230  -0.15
93 F 1.1103 -1.0738 -5.6894  -0.28
94 H -2.7381 -3.1770 -6.5041  0.29
95 H -3.2359 -2.3586 -4.9897  0.31
96 H -3.8063 -3.9444 -5.4143  0.41
97 H -1.5788 -4.8934 -5.1369  0.39
98 H -2.1379 -4.1850 -3.7418  0.22

Atoms 1-2, force components in eV/Å:
C -0.123 -0.303 -0.227
C 0.180 -0.015 -1.102

=====

Entry 2:
ORCA calculation (the ωB97M-V functional and the def2-TZVPD basis) on a molecular structure, C28H35N5O2P2Sr in a non-equilibrium geometry.

The total charge is 0. Its maximum force is 1.44 eV/Å. The LUMO energy comes out at -1.11 eV.

Last column: Mulliken charge in e.
Atoms and positions in Å:
1 Sr 0.3953 0.0776 0.2040  2.28
2 C 4.8982 -0.2418 0.9802  -1.81
3 C 3.4505 -0.0718 1.3645  1.01
4 O 2.6425 0.1011 0.4327  -0.74
5 C 3.0551 -0.0990 2.7607  0.23
6 C 4.0694 -0.1731 3.7456  -0.75
7 C 3.7897 -0.1937 5.0837  -0.95
8 C 2.4431 -0.1558 5.4882  -0.39
9 C 1.4290 -0.0945 4.5738  -0.83
10 C 1.6831 -0.0590 3.1756  0.33
11 O 0.6896 0.0008 2.3567  -0.39
12 H 4.9628 -0.2854 -0.1032  0.34
13 H 5.3185 -1.1521 1.4067  0.46
14 H 5.4911 0.5995 1.3431  0.39
15 H 5.1032 -0.2093 3.4311  0.35
16 H 4.5844 -0.2468 5.8140  0.39
17 H 2.2035 -0.1822 6.5448  0.41
18 H 0.3918 -0.0786 4.8829  0.38
19 C -3.7436 -0.3963 -1.0892  -1.64
20 P -2.5623 0.5336 -0.0603  0.71
21 C -2.9584 2.2816 -0.5674  0.47
22 N -4.1559 2.5163 -1.0331  -0.37
23 C -4.4703 3.7852 -1.4040  0.22
24 C -5.7642 4.0678 -1.9066  -0.55
25 C -6.0804 5.3419 -2.2708  -0.52
26 C -5.1265 6.3869 -2.1548  -0.55
27 C -3.8783 6.1360 -1.6705  -0.64
28 C -3.5315 4.8186 -1.2813  0.13
29 N -2.2881 4.5683 -0.7934  -0.30
30 C -1.9824 3.3439 -0.4580  0.06
31 P -0.2648 3.0619 0.2405  0.73
32 C -0.1784 4.5040 1.3536  -1.73
33 C 0.8782 3.5231 -1.1845  1.95
34 C 0.6642 2.4816 -2.2917  -1.46
35 C 2.3072 3.4080 -0.6424  -1.74
36 C 0.6801 4.9241 -1.7572  -1.83
37 C -3.2847 0.4473 1.6649  1.93
38 C -2.9217 -0.9415 2.2061  -1.62
39 C -4.7984 0.6420 1.6921  -1.79
40 C -2.6038 1.5149 2.5265  -1.54
41 H -4.7527 0.0020 -1.0164  0.43
42 H -3.7195 -1.4419 -0.7817  0.40
43 H -3.4192 -0.3503 -2.1290  0.45
44 H -6.4714 3.2530 -1.9854  0.46
45 H -7.0678 5.5665 -2.6516  0.40
46 H -5.3998 7.3895 -2.4558  0.41
47 H -3.1317 6.9127 -1.5709  0.46
48 H -0.5061 5.4095 0.8453  0.44
49 H 0.8425 4.6232 1.7162  0.44
50 H -0.8189 4.3213 2.2166  0.41
51 H 0.8328 1.4492 -1.9595  0.27
52 H 1.3671 2.6501 -3.1098  0.49
53 H -0.3483 2.5451 -2.6974  0.29
54 H 2.5336 2.4166 -0.2469  0.26
55 H 2.4953 4.1406 0.1443  0.33
56 H 3.0108 3.6100 -1.4542  0.50
57 H -0.3459 5.1143 -2.0627  0.31
58 H 1.3296 5.0417 -2.6297  0.51
59 H 0.9641 5.6890 -1.0328  0.37
60 H -3.3397 -1.7418 1.5928  0.35
61 H -3.3309 -1.0512 3.2139  0.45
62 H -1.8409 -1.0872 2.2688  0.24
63 H -5.3222 -0.1957 1.2302  0.33
64 H -5.1108 1.5569 1.1868  0.32
65 H -5.1280 0.7013 2.7328  0.52
66 H -1.5210 1.3744 2.5753  0.12
67 H -2.9921 1.4448 3.5459  0.58
68 H -2.8195 2.5249 2.1665  0.30
69 N 0.1782 -2.2195 -0.1466  -1.01
70 C 0.2913 -3.3897 -0.1188  0.33
71 N 0.3012 -4.6582 -0.1155  -0.69
72 C 1.3610 -5.4110 0.1047  0.48
73 N 2.2389 -6.1450 0.2781  -0.54

Atoms 1-2, force components in eV/Å:
Sr -0.677 0.058 -1.100
C 0.042 -0.018 0.014

=====

Entry 3:
ORCA calculation (the ωB97M-V functional and the def2-TZVPD basis) on a molecular structure, C28H35N5O3ReS2 in a non-equilibrium geometry.

The total charge is +2. Its maximum force is 1.81 eV/Å. The LUMO energy (alpha / beta) comes out at -7.06 / -7.12 eV. The spin multiplicity is 2.

Last column: Löwdin spin population.
Atoms and positions in Å:
1 Re 1.1299 0.3613 -0.9656  0.68
2 C -0.4384 -3.2467 -2.8264  0.00
3 C -0.1212 -1.9427 -2.2012  0.02
4 N 1.0476 -1.4761 -1.9418  0.00
5 C 2.3013 -2.2416 -1.9266  0.00
6 C 3.4191 -1.2714 -2.2595  0.00
7 N 3.2544 0.0602 -1.5722  0.00
8 C 4.2344 0.3677 -0.4942  0.00
9 C 3.6246 -0.0257 0.8118  0.00
10 N 2.2720 0.5738 0.8672  0.00
11 C 2.1371 1.8907 1.5567  0.00
12 C 1.2170 2.8284 0.7705  0.01
13 N 0.2724 1.9934 0.0334  0.01
14 C -1.0089 2.0963 0.0201  0.01
15 C -1.8299 3.1218 0.7166  0.00
16 C -1.6955 1.0211 -0.7515  0.00
17 C -3.0607 0.8164 -0.8664  0.01
18 C -3.5046 -0.3241 -1.5199  0.00
19 C -2.5988 -1.2641 -2.0067  0.01
20 C -1.2507 -1.0063 -1.8700  0.00
21 N -0.8518 0.1379 -1.2961  0.01
22 H 0.4477 -3.8298 -3.0520  0.00
23 H -0.9980 -3.0760 -3.7488  0.00
24 H -1.0641 -3.8249 -2.1439  0.00
25 H 2.3082 -3.0635 -2.6409  0.00
26 H 2.3909 -2.6560 -0.9191  0.00
27 H 3.4252 -1.0696 -3.3303  0.00
28 H 4.3815 -1.7129 -2.0006  0.00
29 H 3.4209 0.7543 -2.2979  0.00
30 H 4.4071 1.4465 -0.5246  0.00
31 H 5.1913 -0.1242 -0.6720  0.00
32 H 4.2367 0.2893 1.6586  0.00
33 H 3.4853 -1.1053 0.8802  0.00
34 H 1.6551 -0.0883 1.3489  0.00
35 H 3.1192 2.3469 1.6756  0.00
36 H 1.7298 1.7112 2.5519  0.00
37 H 1.7938 3.3816 0.0246  0.00
38 H 0.7335 3.5468 1.4290  0.00
39 H -1.2424 3.9600 1.0768  0.00
40 H -2.3428 2.6609 1.5647  0.00
41 H -2.5898 3.5079 0.0364  0.00
42 H -3.7640 1.5234 -0.4510  0.00
43 H -4.5661 -0.5007 -1.6274  0.00
44 H -2.9441 -2.1877 -2.4479  0.00
45 C -2.1837 -2.9261 6.6578  0.00
46 C -1.6048 -2.7409 5.2829  0.00
47 C -0.2491 -2.9560 5.0538  0.00
48 C 0.3040 -2.7697 3.7976  0.00
49 C -0.5188 -2.3687 2.7545  0.00
50 C -1.8777 -2.1448 2.9552  0.00
51 C -2.4089 -2.3368 4.2158  0.00
52 S 0.1606 -2.1384 1.1683  0.00
53 O 1.5670 -2.4934 1.2019  0.00
54 O -0.6559 -2.8251 0.1915  0.00
55 O 0.0738 -0.6206 0.9166  0.00
56 H -1.7735 -3.8124 7.1394  0.00
57 H -3.2674 -3.0174 6.6262  0.00
58 H -1.9377 -2.0697 7.2881  0.00
59 H 0.3833 -3.2810 5.8702  0.00
60 H 1.3544 -2.9512 3.6192  0.00
61 H -2.5090 -1.8439 2.1292  0.00
62 H -3.4687 -2.1882 4.3787  0.00
63 S 1.4075 1.6399 -2.8597  0.18
64 C -0.0459 2.6390 -3.1088  0.02
65 C -1.1735 2.1291 -3.7434  0.00
66 C -2.2828 2.9394 -3.9356  0.00
67 C -2.2624 4.2636 -3.5168  0.00
68 C -1.1233 4.7830 -2.9159  0.00
69 C -0.0139 3.9736 -2.7130  0.01
70 H -1.1714 1.1129 -4.1194  0.00
71 H -3.1581 2.5417 -4.4324  0.00
72 H -3.1223 4.8977 -3.6853  0.00
73 H -1.0889 5.8237 -2.6231  0.00
74 H 0.8827 4.3808 -2.2621  0.00

Atoms 1-2, force components in eV/Å:
Re 0.948 0.208 1.530
C 0.003 -0.102 0.142

=====

Among the records above, which one has the highest maximum force?
C28H35F21O14

=====

Which formula does entry 1 have?
C28H35F21O14